12
Properties=species:S:1:pos:R:3 method="wB97M-V/def2-TZVPD" spin_multiplicity=8 homo_lumo_gap_ev="8.67 / 7.02" de_lowest_kj_mol=0.0 total_energy_ha=-1077.6202 charge=+2 homo_energy_ev="-16.572 / -16.973" e_lumo_ha="-0.290 / -0.366"
H 1.412 -2.074 1.557
C -0.284 1.366 -0.364
C 0.922 0.969 -1.175
C 0.524 0.107 -0.036
C 0.368 -1.009 0.598
O -0.560 -1.687 1.124
O -1.536 1.248 -0.852
H -0.117 2.180 0.354
H 1.828 1.570 -1.065
H 0.740 0.565 -2.175
Gd -3.082 -0.130 -0.288
Li -0.216 -3.106 2.321